ORCA calculation (ωB97M-V/def2-TZVPD) on a molecular structure, C29H32MoN4O6S2.

Computed properties:
Net charge = +2
Molar mass = 692.7 g mol⁻¹
Frontier orbital gap (alpha / beta) = 7.30 / 7.36 eV
Energy relative to the best compared isomer or geometry (same formula, charge and spin) = 91.9 kcal per mole

```
74
Properties=species:S:1:pos:R:3:lowdin_charge:R:1
Mo -0.601 0.667 0.644 1.7694
O 2.686 -1.222 -1.376 -0.2023
S 2.162 -0.773 -0.136 0.8134
O 0.966 -1.749 0.250 -0.2386
N 1.384 0.595 -0.065 -0.2807
C 2.059 1.835 -0.230 -0.2481
C 3.201 2.075 -0.943 0.0263
C 3.754 3.376 -0.956 -0.0211
C 3.170 4.404 -0.272 0.0094
C 1.980 4.180 0.463 -0.1260
C 1.305 5.169 1.213 0.0527
C 0.163 4.849 1.900 -0.0026
C -0.334 3.542 1.834 -0.0617
N 0.271 2.595 1.131 -0.0307
C 1.427 2.891 0.461 -0.1655
C 3.367 -0.843 1.115 -0.3001
C 4.434 -1.721 0.948 -0.0235
C 5.370 -1.817 1.964 -0.0258
C 5.235 -1.042 3.110 -0.0207
C 4.169 -0.162 3.256 -0.0366
C 3.220 -0.056 2.255 -0.0639
H 3.683 1.284 -1.504 0.1246
H 4.656 3.548 -1.526 0.1254
H 3.602 5.395 -0.287 0.1314
H 1.701 6.176 1.240 0.1396
H -0.371 5.584 2.485 0.1270
H -1.250 3.265 2.344 0.1225
H 4.527 -2.306 0.043 0.1280
H 6.208 -2.491 1.858 0.1260
H 5.974 -1.120 3.896 0.1253
H 4.083 0.445 4.147 0.1220
H 2.393 0.635 2.349 0.1051
C -1.787 -4.017 -5.187 -0.0244
C -1.841 -2.716 -4.446 -0.2308
C -2.843 -1.782 -4.735 -0.0016
C -2.897 -0.569 -4.082 -0.0374
C -1.932 -0.282 -3.117 -0.3045
C -0.923 -1.185 -2.813 -0.0406
C -0.888 -2.398 -3.481 -0.0019
S -2.022 1.272 -2.341 0.7283
O -0.979 1.251 -1.263 -0.4543
O -1.884 2.370 -3.230 -0.2037
N -3.465 1.403 -1.629 -0.1153
C -4.126 0.297 -0.926 -0.1921
C -4.695 0.741 0.413 -0.0617
C -3.683 1.313 1.378 -0.5211
O -3.925 1.943 2.357 0.1616
O -2.397 1.025 1.047 -0.2844
H -2.778 -4.461 -5.269 0.0934
H -1.124 -4.729 -4.701 0.0850
H -1.419 -3.853 -6.202 0.1018
H -3.583 -2.013 -5.490 0.1325
H -3.666 0.153 -4.329 0.1297
H -0.159 -0.939 -2.090 0.0812
H -0.098 -3.103 -3.257 0.1262
H -4.045 2.090 -2.096 0.1443
H -3.397 -0.504 -0.792 0.1152
H -4.925 -0.113 -1.545 0.1359
H -5.168 -0.112 0.906 0.1457
H -5.482 1.487 0.292 0.1422
C -0.839 -0.932 3.278 -0.0289
C -0.486 -1.943 2.183 -0.5935
C -1.697 -2.777 1.773 -0.0163
C 0.660 -2.828 2.655 -0.0144
N -0.081 -1.107 1.005 -0.2233
H -1.300 -1.445 4.122 0.1125
H -1.582 -0.196 2.949 0.0622
H 0.056 -0.423 3.642 0.0894
H -2.005 -3.419 2.598 0.1032
H -1.457 -3.410 0.919 0.0966
H -2.539 -2.132 1.512 0.0776
H 0.355 -3.301 3.589 0.1095
H 1.561 -2.247 2.853 0.0778
H 0.889 -3.615 1.940 0.0980
```